{
  "formula": "C4H8O",
  "method": "the ωB97M-V functional and the def2-TZVPD basis",
  "species": ["O", "C", "C", "C", "C", "H", "H", "H", "H", "H", "H", "H", "H"],
  "xyz": [[-0.9380, -1.1400, 1.2289], [0.0803, -0.2673, 1.4304], [-0.0350, -0.2397, -1.4661], [0.6351, 0.3960, -0.2802], [-0.1986, 1.0626, 0.7748], [-0.6328, -2.0400, 1.4249], [0.2416, 1.9309, 1.2680], [1.6343, 0.8137, -0.4384], [0.6481, -0.8775, -2.0370], [-0.4374, 0.5135, -2.1548], [1.1297, -0.5103, 0.8593], [-1.2491, 1.2114, 0.5209], [-0.8781, -0.8532, -1.1305]],
  "forces_ev_per_angstrom": [[-0.3, -0.9, -0.2], [1.6, 0.6, -0.9], [0.0, -0.1, 0.1], [-0.6, 0.7, 0.1], [0.1, 0.2, -0.3], [-0.1, 0.4, 0.1], [-0.1, -0.2, -0.1], [-0.2, -0.3, 0.3], [0.0, 0.1, 0.1], [0.1, -0.1, 0.1], [-0.5, -0.5, 0.7], [0.2, 0.0, 0.1], [0.1, 0.0, 0.0]],
  "total_energy_ev": -6321.6822
}



{
  "formula": "C5H16N2O",
  "method": "the ωB97M-V functional and the def2-TZVPD basis",
  "species": ["O", "N", "N", "C", "C", "C", "C", "C", "H", "H", "H", "H", "H", "H", "H", "H", "H", "H", "H", "H", "H", "H", "H", "H"],
  "xyz": [[-0.1536, 2.2528, -2.7921], [0.9984, 0.3384, 0.7491], [-1.1358, -1.2992, -1.3561], [1.0551, -0.5307, -0.4666], [0.1423, -1.7809, -0.7825], [1.2186, -0.4547, 1.9597], [-1.5152, 0.4424, 1.3584], [-0.2245, 1.2237, 0.9818], [1.4271, 0.1245, 2.8945], [0.6378, -2.5446, -1.4092], [-0.0270, 1.9408, -3.6962], [0.9387, 0.3360, -1.2572], [-1.6008, -0.5449, 0.7720], [-1.4373, -1.6525, -2.2945], [-0.3528, 1.7946, 0.0713], [-0.0979, -2.2745, 0.0838], [0.5072, 2.8082, -2.5261], [-1.0937, -0.3743, -1.2598], [0.0317, 1.9400, 1.8206], [0.4995, -1.1835, 2.1645], [2.2510, -0.9603, 1.8050], [2.0083, -0.8722, -0.4863], [-1.6452, 0.1920, 2.4498], [-2.4318, 1.0790, 1.2160]],
  "forces_ev_per_angstrom": [[-3.2, -2.5, -0.9], [-1.6, -0.3, 1.5], [-0.2, -5.2, -1.1], [-2.8, 3.1, -1.1], [-0.2, 2.0, -1.8], [4.0, 0.7, -0.2], [-1.0, -0.6, 0.3], [0.8, -1.1, 0.6], [-0.6, 0.1, -0.9], [0.1, 0.7, 0.0], [0.3, 0.4, 0.3], [0.2, -2.2, 0.7], [-0.1, 1.7, 0.8], [0.8, 0.8, 1.4], [-0.2, 0.2, -0.2], [-0.3, -1.3, 2.4], [2.8, 2.2, 0.6], [-0.5, 4.5, -0.4], [-0.1, -0.8, -1.0], [-1.3, -1.3, 0.3], [-1.7, 0.3, 0.2], [3.2, -0.9, -0.1], [0.8, 0.1, -0.9], [0.8, -0.6, -0.5]],
  "smiles": "CCN(C)CCN.O",
  "total_energy_ev": -10469.9840
}



{
  "formula": "C2H7N2S",
  "method": "the ωB97M-V functional and the def2-TZVPD basis",
  "species": ["S", "N", "N", "C", "C", "H", "H", "H", "H", "H", "H", "H"],
  "xyz": [[-0.0424, -1.3463, 1.8562], [0.5194, 1.4831, -2.8280], [0.9826, 0.3884, -0.8589], [0.3542, 1.3434, -1.5419], [-1.5141, -0.4400, 1.1998], [-0.1112, 2.1195, -0.9207], [-2.4124, -0.8616, 1.6627], [0.7221, 0.0124, 0.0580], [-1.8165, -0.4948, 0.1341], [-0.0092, 2.3175, -3.0734], [-1.4443, 0.6390, 1.3735], [1.7802, -0.0379, -1.2753]],
  "forces_ev_per_angstrom": [[-0.3, 0.4, -0.7], [-0.7, 0.3, 1.1], [0.2, -0.3, 0.8], [0.9, 0.6, -1.1], [-0.5, -0.2, -0.2], [-0.6, -0.5, -0.1], [0.0, 0.4, 0.4], [-0.1, 0.1, 0.2], [0.9, -0.4, 0.0], [0.2, 0.0, -0.3], [-0.1, -0.1, 0.4], [0.1, -0.5, -0.5]],
  "total_energy_ev": -16003.5866,
  "charge": -1
}



{
  "formula": "C4H9NO",
  "method": "the ωB97M-V functional and the def2-TZVPD basis",
  "species": ["O", "N", "C", "C", "C", "C", "H", "H", "H", "H", "H", "H", "H", "H", "H"],
  "xyz": [[2.4112, 0.3245, 0.3687], [-0.6557, -0.2420, -0.3530], [0.4077, -1.1798, 0.0571], [1.4354, -0.1592, -0.5213], [0.2249, 0.6794, -0.7843], [-1.9287, -0.2306, -0.0235], [0.4456, -1.2820, 1.1457], [-2.5649, 0.5441, -0.4317], [-1.1871, 1.2867, 1.2229], [-0.5167, 1.5885, 0.9795], [1.9902, -0.5217, -1.3909], [0.3323, -2.1576, -0.4264], [-2.3443, -1.0839, 0.4919], [1.9519, 0.8670, 1.0263], [-0.0019, 1.5666, -1.3611]],
  "forces_ev_per_angstrom": [[-0.1, 0.2, 0.2], [-0.1, 0.2, 0.2], [0.1, -0.2, 0.1], [0.0, -0.3, -0.3], [-0.1, 0.0, -0.3], [0.0, -0.2, -0.4], [0.0, 0.0, -0.1], [0.1, -0.1, 0.1], [0.2, 0.3, 0.2], [-0.2, 0.2, 0.3], [0.0, -0.1, 0.1], [0.0, 0.2, 0.0], [0.1, 0.0, -0.2], [0.1, -0.1, -0.1], [0.0, -0.1, 0.1]],
  "total_energy_ev": -7827.4669
}



What is the formula in the third record?
C2H7N2S